The following is a quantum chemistry calculation of a cluster of 16 separate species, C72H174Cl12N10 in total in a non-equilibrium geometry, from OMol25.

Results
- highest occupied orbital energy (eV) = -8.151
- relative energy (zero: lowest compared OMol25 entry of this formula, charge and spin) (eV) = 0.000
- E_LUMO (eV) = 0.4181
- total energy (a.u.) = -8917.34502
- gap between HOMO and LUMO (hartree) = 0.3149

Structure (ORCA input):
```
! RIJCOSX wB97M-V def2-TZVPD def2/J DEFGRID3
* xyz 0 1
Cl -2.13 3.24 -3.99
C -2.13 4.05 -2.38
C -0.99 4.99 -2.27
Cl -1.36 6.49 -3.23
H -2.06 3.29 -1.60
H -3.14 4.45 -2.26
H -0.06 4.64 -2.71
H -0.68 5.31 -1.27
Cl 0.76 -3.09 -3.70
C 0.42 -2.97 -1.92
C 0.96 -4.10 -1.06
Cl 2.76 -4.26 -1.21
H -0.67 -2.92 -1.85
H 0.85 -2.02 -1.57
H 0.51 -5.09 -1.20
H 0.86 -3.74 -0.04
Cl 3.27 -0.82 -4.59
C 3.40 -2.14 -5.76
C 2.63 -1.70 -7.01
Cl 2.53 -3.07 -8.16
H 2.97 -3.04 -5.31
H 4.46 -2.34 -5.90
H 3.12 -0.81 -7.41
H 1.62 -1.44 -6.70
Cl 5.12 3.90 1.82
C 4.99 4.50 0.19
C 3.91 3.86 -0.68
Cl 2.25 4.37 -0.13
H 5.99 4.34 -0.21
H 4.85 5.57 0.26
H 4.01 2.77 -0.67
H 4.00 4.28 -1.68
Cl -5.16 2.34 -0.35
C -5.78 2.07 -1.97
C -5.13 0.83 -2.56
Cl -5.83 -0.65 -1.87
H -5.52 2.90 -2.63
H -6.87 2.12 -1.97
H -4.05 0.82 -2.42
H -5.50 0.81 -3.59
Cl -4.08 -3.46 -6.98
C -2.87 -2.97 -5.74
C -3.30 -1.59 -5.22
Cl -2.02 -0.69 -4.29
H -1.88 -2.94 -6.20
H -2.87 -3.78 -5.01
H -4.14 -1.73 -4.53
H -3.66 -1.02 -6.07
C 1.69 0.98 7.41
C 2.14 2.01 6.31
N 2.53 1.33 5.07
C 3.55 0.25 5.11
C 4.87 0.67 5.72
C 2.86 2.29 4.01
C 1.73 3.30 3.63
H 0.96 0.26 7.04
H 1.40 1.33 8.40
H 2.52 0.34 7.71
H 1.30 2.66 6.09
H 2.99 2.61 6.64
H 3.20 -0.67 5.58
H 3.77 -0.07 4.09
H 5.30 1.62 5.40
H 4.81 0.68 6.81
H 5.56 -0.12 5.42
H 3.10 1.68 3.14
H 3.81 2.79 4.24
H 0.86 2.77 3.23
H 2.08 3.99 2.87
H 1.42 3.90 4.48
C -2.29 -0.96 -0.05
C -1.47 0.26 -0.61
N -0.02 0.07 -0.47
C 0.70 1.20 -1.15
C 0.62 0.99 -2.72
C 0.42 0.01 0.96
C 1.84 -0.60 1.22
H -1.84 -1.93 0.15
H -3.19 -1.09 -0.64
H -2.65 -0.59 0.92
H -1.76 0.36 -1.66
H -1.74 1.20 -0.12
H 0.35 2.20 -0.92
H 1.74 1.21 -0.81
H -0.38 1.18 -3.11
H 1.24 1.68 -3.29
H 0.83 -0.02 -3.09
H -0.24 -0.66 1.51
H 0.35 0.98 1.46
H 2.06 -0.57 2.28
H 2.62 0.05 0.83
H 1.89 -1.59 0.77
C 1.76 -3.22 5.47
C 1.08 -4.60 5.19
N 2.00 -5.59 4.64
C 2.89 -5.06 3.59
C 2.29 -4.54 2.29
C 1.31 -6.85 4.26
C 2.21 -8.06 4.13
H 1.92 -2.72 4.51
H 2.70 -3.40 5.98
H 1.12 -2.59 6.09
H 0.65 -5.01 6.11
H 0.23 -4.45 4.53
H 3.50 -4.28 4.05
H 3.59 -5.85 3.31
H 1.44 -3.89 2.47
H 2.97 -3.87 1.77
H 1.93 -5.33 1.62
H 0.80 -6.74 3.30
H 0.52 -7.16 4.94
H 2.82 -8.15 5.03
H 2.86 -7.96 3.26
H 1.72 -9.03 4.03
C -0.91 -7.59 0.21
C -2.14 -6.87 0.86
N -2.39 -5.62 0.26
C -2.93 -4.62 1.15
C -1.79 -4.08 2.07
C -3.23 -5.82 -0.96
C -2.96 -4.72 -2.01
H -0.77 -8.60 0.60
H -0.01 -7.07 0.53
H -0.95 -7.57 -0.87
H -2.98 -7.55 0.79
H -1.89 -6.78 1.92
H -3.20 -3.77 0.52
H -3.78 -4.95 1.75
H -0.94 -3.66 1.54
H -2.17 -3.29 2.72
H -1.35 -4.88 2.65
H -4.29 -5.63 -0.78
H -3.11 -6.80 -1.40
H -1.93 -4.86 -2.36
H -3.19 -3.71 -1.68
H -3.59 -4.93 -2.87
C 5.88 -3.37 0.84
C 5.48 -2.05 0.22
N 6.34 -0.90 0.60
C 6.20 0.18 -0.39
C 6.37 -0.18 -1.87
C 6.10 -0.44 1.99
C 6.89 0.75 2.47
H 5.80 -3.25 1.92
H 6.94 -3.53 0.65
H 5.25 -4.22 0.58
H 5.44 -2.24 -0.86
H 4.44 -1.84 0.47
H 5.27 0.71 -0.16
H 6.94 0.95 -0.18
H 7.14 -0.92 -2.09
H 5.45 -0.63 -2.24
H 6.66 0.71 -2.42
H 6.36 -1.26 2.66
H 5.05 -0.21 2.17
H 6.58 1.70 2.03
H 7.98 0.70 2.38
H 6.62 0.86 3.52
C -4.36 2.35 5.97
C -3.87 1.26 6.90
N -2.93 0.37 6.15
C -1.57 0.87 5.91
C -1.07 0.12 4.67
C -2.95 -0.98 6.75
C -4.07 -1.68 6.05
H -3.54 3.07 5.89
H -5.26 2.86 6.31
H -4.52 1.99 4.95
H -3.54 1.74 7.82
H -4.73 0.69 7.23
H -1.61 1.95 5.72
H -0.93 0.87 6.80
H -0.07 0.48 4.43
H -1.05 -0.96 4.76
H -1.65 0.46 3.81
H -3.18 -1.03 7.82
H -1.99 -1.49 6.74
H -3.85 -1.86 4.99
H -5.01 -1.13 6.13
H -4.29 -2.63 6.54
C 1.08 1.14 -11.62
C 1.44 1.27 -10.15
N 0.26 1.69 -9.32
C -0.95 0.85 -9.59
C -0.68 -0.67 -9.20
C 0.71 1.65 -7.90
C -0.38 2.07 -6.92
H 0.47 0.27 -11.86
H 2.00 1.01 -12.19
H 0.63 2.07 -11.94
H 1.85 0.31 -9.81
H 2.25 1.98 -9.96
H -1.83 1.27 -9.09
H -1.26 0.94 -10.63
H -0.25 -0.91 -8.23
H -1.64 -1.17 -9.30
H -0.15 -1.17 -10.01
H 1.57 2.33 -7.84
H 1.09 0.67 -7.64
H -0.82 3.03 -7.17
H 0.01 2.05 -5.90
H -1.20 1.35 -6.96
C -0.52 5.79 2.79
C -1.88 6.36 2.25
N -2.40 5.59 1.16
C -2.51 4.14 1.49
C -3.55 3.77 2.54
C -3.64 6.09 0.58
C -3.76 7.60 0.12
H -0.05 6.50 3.47
H 0.15 5.50 1.97
H -0.73 4.83 3.25
H -2.69 6.57 2.95
H -1.56 7.33 1.88
H -2.74 3.60 0.58
H -1.54 3.67 1.63
H -3.62 2.70 2.74
H -3.29 4.29 3.46
H -4.54 4.08 2.21
H -4.48 5.84 1.22
H -3.78 5.46 -0.30
H -3.01 7.76 -0.65
H -3.60 8.31 0.94
H -4.80 7.85 -0.08
C -7.95 -1.98 1.10
C -6.58 -2.38 1.70
N -6.45 -2.16 3.16
C -7.33 -3.03 3.91
C -7.15 -3.11 5.43
C -6.60 -0.77 3.50
C -5.58 0.16 2.79
H -8.80 -2.61 1.35
H -7.86 -2.01 0.02
H -8.32 -0.98 1.32
H -6.31 -3.41 1.48
H -5.76 -1.89 1.18
H -8.39 -2.83 3.75
H -7.03 -4.02 3.57
H -6.13 -3.42 5.67
H -7.15 -2.19 6.01
H -7.86 -3.77 5.94
H -6.48 -0.59 4.57
H -7.64 -0.51 3.29
H -4.57 -0.19 2.98
H -5.76 1.19 3.10
H -5.72 0.12 1.71
C 3.59 2.40 -5.94
C 3.70 2.86 -4.50
N 4.61 4.02 -4.32
C 4.08 5.30 -4.99
C 2.66 5.67 -4.44
C 5.98 3.70 -4.62
C 6.98 4.61 -3.95
H 2.87 1.59 -6.02
H 4.55 2.12 -6.36
H 3.23 3.23 -6.55
H 2.71 3.01 -4.09
H 4.05 2.01 -3.92
H 4.74 6.07 -4.59
H 4.24 5.35 -6.07
H 1.87 5.03 -4.82
H 2.60 5.51 -3.36
H 2.41 6.70 -4.66
H 6.00 3.71 -5.71
H 6.22 2.66 -4.40
H 7.98 4.29 -4.25
H 7.01 4.56 -2.86
H 6.83 5.67 -4.16
*
```

Results of the Löwdin charge analysis, in e, for atoms 1 through 5: Cl 0.5759; C -0.6491; C -0.6276; Cl 0.5236; H 0.0451